Formula: C32H37Br39N3OP
Source: the Open Molecules 2025 dataset
Level of theory: wB97M-V/def2-TZVPD

Element x y z (Å)
Br  -1.41886  -5.70815  3.84206
Br  -1.37928  -5.60519  -1.64519
Br  2.95352  -9.41407  -5.93943
Br  6.17751  9.05231  -1.26620
Br  0.57469  -4.24835  -9.65431
Br  3.14125  -5.90528  -10.67985
Br  -1.91843  5.01248  4.73130
Br  -3.63265  2.44378  5.65188
Br  1.80037  -1.21765  -8.87777
Br  1.16017  -7.63784  3.93734
Br  -5.09781  4.92722  4.21304
Br  2.05803  -1.00403  1.57318
Br  6.01803  -9.49106  -6.93303
Br  -7.47530  4.54435  8.15706
Br  -0.05046  -1.78640  -6.30185
Br  -8.86881  2.56745  6.02767
Br  5.34758  -9.39707  -3.78249
Br  4.19491  -3.24426  -4.16235
Br  1.80495  -5.40586  -4.15752
Br  -9.05028  -2.93000  9.95247
Br  -0.07102  -12.89651  7.08861
Br  2.02840  -3.89317  3.00019
Br  0.60080  -3.49467  0.13881
Br  -2.32706  -5.01189  -4.66744
Br  7.95722  6.89499  0.33470
Br  -8.19971  7.21821  3.92513
Br  -0.88356  -7.80138  1.45122
Br  -3.34701  -3.12840  -2.25984
Br  2.54111  0.11035  -6.03664
Br  -5.60814  9.11495  4.19034
Br  1.94118  -11.41697  5.05233
Br  -6.88699  1.37815  8.27314
Br  2.39307  -3.08458  -12.04666
Br  -6.34888  7.78696  1.34921
Br  3.76166  -5.17293  -6.70729
Br  -11.01801  -0.45322  9.33782
Br  -1.07173  -10.33231  5.41297
Br  -9.99806  -2.33671  6.93021
Br  5.05042  6.07174  -0.78652
P  -0.43981  4.37796  0.11443
O  0.45094  2.51659  -2.72062
N  5.51750  1.28984  -0.89974
N  3.14822  1.17074  -3.25204
N  6.88226  4.20458  2.73821
C  2.16748  4.29931  2.26691
C  1.86251  4.88356  3.52139
C  6.63104  7.17183  -1.06130
C  5.60800  0.56960  -2.21696
C  1.07617  -2.66326  1.83193
C  2.37283  3.48508  0.82153
C  4.48601  0.50618  -3.39500
C  -3.63862  4.36880  5.37200
C  0.43933  -11.20690  6.27067
C  2.97163  1.87123  -1.93466
C  -0.78887  0.50645  -0.26920
C  4.15787  1.92416  -0.82272
C  4.78246  -8.86634  -5.56654
C  -9.57235  -1.56784  8.66568
C  -7.30340  2.89886  7.13380
C  -1.90135  -4.24302  -2.93197
C  -0.68475  -7.44176  3.35263
C  -2.02453  -0.53944  0.00451
C  -1.82271  4.18471  -1.18429
C  2.90583  -4.22339  -5.24107
C  -7.03702  8.49270  3.02630
C  1.71059  -4.68272  -11.17258
C  4.96463  2.78429  1.75976
C  -1.16217  3.54252  1.72077
C  5.79465  4.19624  1.87567
C  1.15494  3.43322  -0.32377
C  1.48172  2.59060  -1.68712
C  3.81734  2.74849  0.58980
C  -0.15939  1.20434  -2.87530
C  0.04392  0.12998  -1.67016
C  -2.98896  5.37783  -1.06293
C  1.11224  -0.51191  -7.20068
H  5.78637  1.92555  1.64979
H  -2.41215  3.17543  -1.15369
H  -4.01956  4.86180  -0.75161
H  4.80062  -7.77187  -5.59532
H  -1.41715  4.29033  -2.30231
H  0.77322  -10.54824  7.07920
H  1.08261  -5.20328  -11.90312
H  -0.86072  2.41420  1.79134
H  5.50453  5.13980  1.24397
H  0.16486  0.74984  -3.92856
H  -1.16813  1.61217  -0.28946
H  4.45558  2.57288  2.81767
H  -2.67492  6.25277  -0.35220
H  -0.01713  0.37412  0.63051
H  -3.18864  5.80408  -2.15804
H  -0.47103  -0.88358  -2.03802
H  -0.85669  4.15206  2.68627
H  1.81109  5.69614  4.39205
H  -2.98376  -0.10680  -0.51056
H  -1.76172  -1.62046  -0.38198
H  -6.45454  3.03170  6.45497
H  -3.81027  4.83335  6.34860
H  -1.27079  -8.19875  3.88418
H  4.73489  -0.10079  -4.38181
H  -8.70532  -0.91466  8.52201
H  6.62366  -0.02443  -2.42144
H  -2.21084  -0.55963  1.16252
H  7.08603  6.84818  -2.00325
H  2.23487  -3.48255  -5.68829
H  1.14711  -0.16196  -1.41449
H  -7.65029  9.36530  2.77833
H  0.13882  -2.40489  2.33558
H  -1.03432  -3.58985  -3.07565
H  6.93411  3.24464  3.18945
H  -1.33569  1.38300  -2.97944
H  -2.34277  3.59551  1.56791
H  0.49896  0.36069  -7.44865

Atomic forces in eV per Å
0.2 -0.4 -0.1
-0.3 0.2 -0.4
0.5 0.1 0.1
0.1 -0.5 0.1
0.2 -0.5 -0.5
-0.3 0.3 -0.1
-0.6 0.0 0.5
0.0 0.4 -0.1
0.0 0.5 0.6
-0.5 0.1 -0.2
0.4 -0.2 0.3
0.0 -0.4 0.1
-0.3 0.1 0.3
0.0 -0.4 -0.3
0.2 0.1 -0.1
0.4 0.1 0.3
-0.2 0.1 -0.5
-0.3 -0.3 -0.2
0.3 0.3 -0.2
-0.2 0.3 -0.3
0.1 0.5 -0.3
-0.2 0.3 -0.4
0.2 0.2 0.6
0.1 0.2 0.4
-0.4 0.1 -0.3
0.3 0.3 -0.2
0.1 0.1 0.5
0.3 -0.4 -0.2
-0.7 -0.3 -0.4
-0.3 -0.2 -0.3
-0.4 0.0 0.3
-0.1 0.4 -0.2
-0.1 -0.3 0.3
-0.1 0.1 0.5
-0.2 0.2 0.4
0.4 -0.3 -0.2
0.2 -0.4 0.3
0.1 0.2 0.5
0.1 0.6 -0.7
0.0 0.1 0.4
2.4 -0.6 2.8
-4.9 -1.0 -5.9
4.9 -0.5 3.8
-4.7 -0.6 -3.4
-2.0 2.8 6.3
2.4 -2.9 -8.6
0.2 0.0 -0.2
-1.4 1.1 0.7
-0.1 0.1 0.1
2.0 -1.3 -0.8
-1.3 2.1 3.4
0.0 0.2 0.2
0.2 0.1 0.2
0.4 -0.1 -0.4
0.9 -0.6 0.2
-1.2 0.9 1.1
0.0 0.2 0.0
0.2 0.1 0.0
0.1 0.1 -0.2
0.1 0.1 -0.1
0.0 0.0 0.1
0.3 0.8 0.2
-1.3 -0.2 -2.0
-0.1 0.1 -0.1
-0.1 0.2 0.0
-0.2 -0.2 -0.1
-0.3 0.0 0.2
-0.7 -0.5 -0.1
3.1 -1.2 3.0
3.4 -3.2 -1.7
1.0 1.1 2.8
-2.4 0.5 -0.9
-1.3 -1.8 -0.7
-1.1 -0.8 0.3
-0.4 -0.5 -0.6
0.2 0.3 -0.3
-2.0 1.9 -0.2
1.3 1.7 0.0
2.3 1.4 -0.3
0.0 -0.5 0.0
-0.4 -0.4 2.7
-0.2 -0.3 -0.4
0.3 0.3 0.3
-0.5 2.2 0.1
0.7 -2.2 1.8
-0.3 0.9 2.4
0.7 -2.2 0.0
0.9 0.7 -2.3
-0.7 -1.7 -1.3
-1.8 0.6 -2.0
0.6 -0.8 2.5
1.2 2.2 0.5
-0.5 -1.6 -2.5
0.2 -2.3 -2.5
1.7 -1.2 0.9
-0.6 2.3 0.9
-0.4 -0.1 0.3
0.1 -0.2 -0.4
0.3 0.4 -0.3
-0.7 1.5 2.3
-0.4 -0.3 0.0
-2.5 1.6 0.6
0.2 -0.1 -2.2
-0.2 0.1 0.4
0.3 -0.3 0.2
-2.0 0.8 -0.7
0.3 -0.4 0.1
0.4 -0.1 -0.2
-0.3 -0.3 0.1
-0.1 1.2 -0.7
2.5 -0.2 0.4
2.5 -0.1 0.5
0.2 -0.4 0.1

Calculated values
F_max: 9.42 eV/Å
HOMO: -7.93 eV
orbital gap: 6.3333 eV
charge: 0

Results of the Mulliken charge analysis, in e, for atoms 1 through 99:
1. Br -0.035
2. Br -0.038
3. Br -0.003
4. Br -0.034
5. Br -0.015
6. Br -0.018
7. Br -0.019
8. Br -0.018
9. Br -0.016
10. Br 0.071
11. Br 0.120
12. Br 0.030
13. Br -0.026
14. Br -0.016
15. Br -0.069
16. Br -0.005
17. Br -0.017
18. Br 0.041
19. Br 0.083
20. Br -0.018
21. Br -0.037
22. Br -0.065
23. Br 0.107
24. Br -0.046
25. Br -0.033
26. Br -0.008
27. Br 0.018
28. Br -0.021
29. Br 0.099
30. Br 0.007
31. Br -0.022
32. Br -0.021
33. Br -0.051
34. Br 0.009
35. Br 0.015
36. Br -0.002
37. Br 0.025
38. Br -0.010
39. Br 0.052
40. P -0.263
41. O -0.506
42. N -0.455
43. N -0.135
44. N -0.664
45. C -0.609
46. C -0.874
47. C -0.385
48. C -0.511
49. C -0.441
50. C 0.514
51. C 0.018
52. C -0.420
53. C -0.332
54. C -0.043
55. C 1.176
56. C 0.602
57. C 0.001
58. C 0.175
59. C 0.220
60. C -0.068
61. C 0.060
62. C -0.742
63. C -0.095
64. C 0.207
65. C -0.385
66. C -0.296
67. C -0.865
68. C 0.022
69. C 0.607
70. C 0.610
71. C 0.287
72. C 0.024
73. C -0.097
74. C 0.382
75. C -0.867
76. C -0.457
77. H 0.370
78. H 0.129
79. H 0.217
80. H 0.018
81. H 0.286
82. H 0.376
83. H 0.328
84. H 0.164
85. H -0.128
86. H -0.210
87. H -0.935
88. H 0.377
89. H 0.292
90. H -0.098
91. H 0.308
92. H -0.218
93. H -0.520
94. H 0.334
95. H 0.267
96. H -0.013
97. H -0.188
98. H 0.407
99. H -0.123